Arrangement w

The following is a DFT calculation (wB97M-V/def2-TZVPD) of a 10-piece molecular cluster, H20O10 overall.

```
30
Properties=species:S:1:pos:R:3
O -3.731 0.509 -1.640
O 5.321 1.239 -2.076
O -3.480 0.731 0.486
O 1.100 -2.230 -2.180
O -1.316 3.311 -0.232
O 2.116 2.731 2.560
O 0.330 -2.184 2.638
O 3.483 -2.026 0.763
O -2.158 -2.654 -0.023
O 0.143 0.707 -0.646
H 5.869 1.244 -2.815
H 2.583 -1.645 0.778
H -4.458 0.500 -2.283
H 0.493 -2.198 -2.932
H 0.244 -1.709 1.786
H 2.054 2.534 3.516
H -2.399 -3.562 0.214
H -1.006 2.660 0.353
H -0.488 -2.468 2.916
H -3.163 0.935 1.446
H 1.889 1.867 2.065
H -4.114 -0.066 -1.044
H 4.504 1.777 -2.228
H 0.526 1.470 -0.179
H -3.091 -2.390 -0.313
H -0.338 0.180 -0.076
H -1.915 2.984 -0.919
H 3.558 -2.315 1.742
H -4.067 1.419 0.246
H 1.515 -1.349 -1.923
```

Calculated values
LUMO = -0.2 eV
structure (SMILES) = O.O.O.O.O.O.O.O.O.O
Kohn-Sham gap = 0.391 hartree
E_HOMO = -10.8 eV

Formally, the Löwdin partial charges of the atoms, in units of the elementary charge, are as follows: -0.052, -0.048, -0.110, -0.098, -0.038, -0.101, -0.028, -0.098, -0.085, -0.011, -0.013, 0.009, 0.063, 0.031, 0.037, 0.041, 0.033, -0.027, -0.016, 0.118, 0.063, -0.027, 0.061, 0.039, 0.066, -0.017, 0.048, 0.082, 0.022, 0.055

=====

Arrangement x

The following is a DFT calculation (wB97M-V/def2-TZVPD) of a 10-piece molecular cluster, H20O10 overall.

```
30
Properties=species:S:1:pos:R:3
O 2.954 0.458 1.244
O 0.808 2.572 -0.572
O 0.849 -4.005 1.410
O -2.606 2.287 -0.627
O 0.637 1.284 -3.231
O -0.558 0.034 -0.369
O -0.271 1.565 2.229
O 1.842 -1.201 -1.097
O -3.059 -1.368 -1.818
O -0.708 -1.769 1.958
H -1.187 1.563 2.526
H 2.009 0.571 1.082
H -1.611 -1.915 2.259
H -0.323 -1.156 2.596
H -0.539 -0.503 0.432
H 3.042 0.368 2.197
H 0.236 1.823 3.006
H 0.857 2.066 -1.392
H 0.248 -3.242 1.359
H 0.970 0.821 -4.005
H -1.806 1.754 -0.523
H -3.484 -0.753 -2.421
H 2.469 -1.726 -0.590
H 2.382 -0.543 -1.549
H 0.248 2.029 -0.003
H -2.120 -1.296 -2.012
H 0.168 -0.315 -0.911
H 1.395 -3.831 2.181
H -0.282 1.488 -3.435
H -2.561 2.939 0.077
```

Calculated values
LUMO = -0.3 eV
structure (SMILES) = O.O.O.O.O.O.O.O.O.O
Kohn-Sham gap = 0.371 hartree
E_HOMO = -10.4 eV

Formally, the Löwdin partial charges of the atoms, in units of the elementary charge, are as follows: -0.053, -0.066, -0.075, -0.063, -0.037, -0.071, -0.034, -0.045, -0.061, -0.034, 0.055, 0.002, 0.084, 0.058, 0.006, 0.031, 0.055, -0.016, -0.012, 0.053, -0.021, 0.031, 0.056, 0.054, -0.034, 0.013, 0.010, 0.024, 0.059, 0.028

=====

Preferred: arrangement x; penalty for the next structure: 0.1017 hartree.

=====

Arrangement w

The following is a DFT calculation (wB97M-V/def2-TZVPD) of H20O10 as an isolated structure.

```
30
Properties=species:S:1:pos:R:3
O -15.791 17.205 -4.703
O -14.970 20.020 -4.766
O -15.206 20.269 -1.462
O -16.801 18.493 -1.189
O -16.114 19.697 -3.220
O -14.559 16.442 -1.687
O -16.926 17.992 -3.303
O -12.373 19.406 -1.070
O -14.523 18.305 -2.392
O -12.349 20.103 -3.060
H -11.666 19.290 -0.436
H -14.450 17.240 -2.205
H -16.382 19.336 -1.365
H -16.686 18.916 -3.240
H -13.173 19.234 -0.573
H -16.072 20.632 -1.274
H -16.294 17.574 -3.977
H -15.721 19.866 -4.076
H -16.607 17.962 -1.961
H -14.198 19.457 -4.702
H -14.802 20.155 -0.602
H -13.991 18.944 -1.917
H -17.882 17.989 -3.261
H -15.953 17.801 -5.435
H -12.818 20.934 -2.977
H -15.556 20.170 -2.602
H -15.233 15.946 -2.152
H -12.289 19.770 -2.165
H -14.962 18.816 -3.072
H -14.659 20.800 -5.225
```

Calculated values
LUMO = -0.7 eV
Kohn-Sham gap = 0.279 hartree
E_HOMO = -8.3 eV

Formally, the Löwdin partial charges of the atoms, in units of the elementary charge, are as follows: -0.037, 0.209, 0.033, -0.047, 0.097, -0.068, 0.093, 0.107, 0.045, -0.045, 0.139, -0.264, -0.049, -0.285, 0.098, 0.144, -0.329, -0.226, -0.045, 0.129, 0.138, 0.054, 0.159, 0.018, 0.029, -0.063, 0.022, -0.224, 0.018, 0.149

=====

Arrangement x

The following is a DFT calculation (wB97M-V/def2-TZVPD) of a 10-piece molecular cluster, H20O10 overall.

```
30
Properties=species:S:1:pos:R:3
O 1.318 3.210 2.922
O 1.238 -1.440 2.111
O 0.785 1.809 1.240
O 3.135 1.348 -0.499
O -3.870 -2.598 -3.907
O -0.147 -1.119 -3.660
O -1.436 2.568 0.351
O -0.999 -3.270 2.401
O -0.943 -0.768 0.040
O 0.145 -0.480 -1.883
H -3.308 -1.825 -3.955
H -1.198 -0.543 -0.897
H 2.716 0.640 -0.915
H 1.162 -0.598 1.531
H -1.431 3.162 1.126
H -0.722 0.103 0.387
H 1.085 1.068 0.641
H -1.338 -2.941 1.574
H 0.741 -1.133 -3.298
H 0.434 3.578 2.723
H -0.060 -2.949 2.356
H -0.754 2.949 -0.104
H -0.740 -1.475 -2.932
H 1.141 1.662 2.131
H 3.742 0.945 0.174
H 0.545 0.166 -1.343
H 0.687 -1.234 -1.583
H 1.096 2.835 3.733
H 1.680 -1.270 2.916
H -4.704 -2.398 -3.380
```

Calculated values
LUMO = -0.5 eV
structure (SMILES) = O.O.O.O.O.O.O.O.O.O
Kohn-Sham gap = 0.332 hartree
E_HOMO = -9.6 eV

Formally, the Löwdin partial charges of the atoms, in units of the elementary charge, are as follows: -0.027, -0.054, -0.111, -0.025, -0.085, -0.108, -0.027, -0.087, -0.081, -0.142, 0.012, 0.062, -0.025, 0.055, 0.052, 0.000, 0.023, -0.002, 0.030, 0.077, 0.014, -0.020, 0.076, 0.031, 0.084, 0.042, 0.118, 0.023, 0.024, 0.072

=====

Preferred: arrangement x; penalty for the next structure: 0.4457 hartree.

=====

Arrangement w

The following is a DFT calculation (wB97M-V/def2-TZVPD) of H20O10 as an isolated structure.

```
30
Properties=species:S:1:pos:R:3
O 2.078 -1.554 -1.556
O -0.609 1.433 1.598
O -1.966 0.201 0.781
O 0.511 -0.352 -0.118
O -1.220 1.946 -1.450
O 0.502 0.210 2.897
O 0.416 -2.858 -1.149
O 2.441 0.396 -0.571
O 1.131 1.586 0.903
O -1.446 -0.862 -1.119
H -1.878 -0.217 -0.075
H -0.408 1.615 -1.834
H 0.194 1.492 1.073
H -1.211 -0.318 -1.871
H 0.132 -2.734 -2.054
H 1.737 0.885 -0.144
H -0.262 -0.899 -0.261
H -1.674 -1.710 -1.499
H 0.173 0.431 0.318
H 1.319 2.504 1.094
H -1.213 1.989 2.090
H -1.362 1.396 -0.680
H -0.386 -2.781 -0.633
H -1.155 0.720 1.266
H -1.976 -0.526 1.403
H 1.393 -1.888 -0.977
H 2.037 -0.432 -0.828
H 1.609 -1.260 -2.337
H 0.244 0.781 2.173
H 0.851 0.806 3.560
```

Calculated values
LUMO = -1.2 eV
Kohn-Sham gap = 0.225 hartree
E_HOMO = -7.3 eV

Formally, the Löwdin partial charges of the atoms, in units of the elementary charge, are as follows: -0.028, 0.116, 0.144, -0.092, 0.005, -0.043, 0.020, -0.123, -0.053, 0.025, -0.056, 0.053, -0.330, 0.123, 0.086, -0.095, -0.010, 0.124, 0.022, 0.119, 0.191, -0.005, 0.070, -0.205, 0.151, -0.041, -0.130, 0.069, -0.149, 0.041

=====

Arrangement x

The following is a DFT calculation (wB97M-V/def2-TZVPD) of a 10-piece molecular cluster, H20O10 overall.

```
30
Properties=species:S:1:pos:R:3
O 5.595 -6.000 6.745
O 5.513 -8.801 10.089
O 5.147 -11.144 8.181
O 9.218 -7.136 6.470
O 6.354 -9.040 6.987
O 8.661 -10.949 5.739
O 3.531 -8.118 7.263
O 7.954 -9.913 8.972
O 3.707 -8.712 4.593
O 6.434 -10.013 4.350
H 5.822 -8.871 11.023
H 8.713 -10.480 8.782
H 8.837 -11.795 5.357
H 9.527 -10.632 5.957
H 6.772 -9.325 3.760
H 3.208 -8.005 4.175
H 6.394 -5.656 7.160
H 10.017 -6.577 6.462
H 8.903 -7.160 7.379
H 7.590 -9.654 8.085
H 7.164 -10.312 4.823
H 3.586 -7.151 7.382
H 6.196 -9.345 9.628
H 4.598 -8.527 4.201
H 3.790 -8.359 6.331
H 6.400 -9.262 6.061
H 5.266 -10.302 7.743
H 4.990 -5.789 7.499
H 6.298 -8.137 7.092
H 4.403 -10.907 8.733
```

Calculated values
LUMO = 0.0 eV
structure (SMILES) = O.O.O.O.O.O.O.O.O.O
Kohn-Sham gap = 0.356 hartree
E_HOMO = -9.7 eV

Formally, the Löwdin partial charges of the atoms, in units of the elementary charge, are as follows: -0.060, -0.096, -0.063, -0.065, -0.019, -0.005, -0.090, -0.090, -0.047, -0.016, 0.051, 0.040, 0.053, 0.052, 0.073, 0.059, 0.041, 0.048, 0.027, 0.003, -0.044, 0.015, -0.009, 0.058, 0.001, 0.021, -0.031, 0.065, -0.002, 0.030

=====

Arrangement y

The following is a DFT calculation (wB97M-V/def2-TZVPD) of a 10-piece molecular cluster, H20O10 overall.

```
30
Properties=species:S:1:pos:R:3
O 3.180 -2.730 0.753
O 2.436 -0.048 3.843
O -2.158 -0.865 1.290
O -4.641 1.105 -0.151
O 1.033 3.886 -0.821
O -3.347 3.578 0.104
O 4.835 1.582 -0.178
O -4.365 -3.623 -0.066
O -0.109 -0.550 -1.026
O 2.266 -1.481 -3.503
H -5.113 -3.772 0.522
H 2.804 -1.943 -2.850
H -3.951 -2.823 0.278
H 0.275 -0.426 -0.151
H 2.947 -3.376 0.077
H 2.659 0.713 3.296
H 5.548 0.976 0.051
H -2.598 3.751 -0.478
H 3.187 -0.643 3.736
H -3.113 2.755 0.547
H 2.319 -2.038 -4.288
H -1.059 -0.573 -0.864
H -4.061 0.436 -0.531
H 0.982 3.691 0.122
H -2.047 0.088 1.381
H -5.500 0.925 -0.548
H -2.616 -0.968 0.448
H 4.141 1.009 -0.523
H 4.091 -2.493 0.547
H 1.976 3.856 -1.016
```

Calculated values
LUMO = -0.3 eV
structure (SMILES) = O.O.O.O.O.O.O.O.O.O
Kohn-Sham gap = 0.394 hartree
E_HOMO = -11.0 eV

Formally, the Löwdin partial charges of the atoms, in units of the elementary charge, are as follows: -0.058, -0.060, -0.034, -0.045, -0.061, -0.063, -0.060, -0.053, -0.052, -0.057, 0.040, 0.021, 0.009, 0.032, 0.035, 0.028, 0.032, 0.033, 0.031, 0.004, 0.034, 0.000, 0.022, 0.029, 0.046, 0.052, 0.005, 0.029, 0.027, 0.032

=====

Preferred: arrangement x; penalty for the next structure: 0.0390 hartree.

=====

Arrangement w

The following is a DFT calculation (wB97M-V/def2-TZVPD) of H20O10 as an isolated structure.

```
30
Properties=species:S:1:pos:R:3
O 15.464 -6.988 -0.188
O 14.521 -5.634 -3.493
O 15.773 -6.074 -2.093
O 16.709 -8.013 -2.456
O 12.676 -5.619 -2.490
O 16.919 -4.401 -2.710
O 14.127 -8.007 -2.474
O 18.540 -5.551 -2.864
O 17.897 -5.849 -0.852
O 13.811 -6.255 -1.168
H 19.205 -4.867 -2.944
H 13.905 -7.213 -1.987
H 18.002 -4.935 -0.587
H 14.069 -5.380 -0.878
H 13.123 -6.044 -1.758
H 16.252 -8.423 -3.191
H 17.978 -5.833 -1.805
H 16.787 -3.772 -3.419
H 15.065 -6.138 -2.734
H 16.230 -5.265 -2.321
H 17.713 -5.102 -3.041
H 16.225 -7.203 -2.294
H 13.898 -7.804 -3.381
H 13.379 -5.220 -3.002
H 16.314 -7.415 -0.082
H 14.222 -6.403 -3.979
H 14.753 -4.998 -4.169
H 17.232 -3.873 -1.976
H 15.634 -6.261 -0.786
H 14.177 -6.844 -0.508
```

Calculated values
LUMO = -1.5 eV
Kohn-Sham gap = 0.264 hartree
E_HOMO = -8.7 eV

Formally, the Löwdin partial charges of the atoms, in units of the elementary charge, are as follows: -0.011, 0.138, -0.100, -0.050, -0.064, 0.196, 0.018, 0.038, -0.020, 0.084, 0.099, -0.090, 0.038, 0.187, -0.371, 0.021, -0.155, 0.179, -0.191, -0.111, -0.189, -0.165, 0.045, -0.088, 0.090, 0.146, 0.168, 0.168, -0.052, 0.042

=====

Arrangement x

The following is a DFT calculation (wB97M-V/def2-TZVPD) of a 10-piece molecular cluster, H20O10 overall.

```
30
Properties=species:S:1:pos:R:3
O 2.084 -1.285 -0.817
O 0.583 3.467 1.656
O -0.029 0.438 0.494
O -1.139 -2.262 -1.917
O -2.616 1.638 -0.496
O -1.154 0.627 -2.658
O 1.274 1.942 -2.494
O 1.449 0.662 2.888
O 2.083 -2.420 1.316
O -0.928 -1.324 3.313
H 0.179 -0.284 -0.288
H -1.785 -2.710 -2.446
H -0.870 0.758 0.195
H 1.166 0.642 1.893
H 0.211 2.598 1.384
H -1.209 -1.370 2.419
H 1.244 3.608 0.890
H -1.405 -1.925 3.857
H 1.550 -3.201 1.057
H 1.806 1.514 -3.060
H 2.166 -1.971 -1.497
H 1.754 -1.712 0.777
H 0.450 1.283 -2.548
H -3.311 1.032 -0.229
H -1.319 -2.644 -1.027
H -2.764 2.625 -0.315
H 0.669 0.141 3.276
H -1.172 -0.361 -2.343
H 2.515 -0.651 -1.156
H -1.484 1.145 -2.121
```

Calculated values
LUMO = -0.7 eV
structure (SMILES) = O.O.O.O.O.O.O.O.O.O
Kohn-Sham gap = 0.325 hartree
E_HOMO = -9.5 eV

Formally, the Löwdin partial charges of the atoms, in units of the elementary charge, are as follows: 0.042, -0.107, -0.097, -0.041, -0.059, 0.015, -0.072, -0.140, -0.073, -0.013, 0.113, 0.046, -0.018, 0.019, -0.003, 0.007, 0.082, 0.029, 0.041, -0.062, 0.104, -0.048, 0.052, 0.060, 0.078, 0.123, 0.030, 0.086, -0.049, -0.145

=====

Preferred: arrangement x; penalty for the next structure: 0.6668 hartree.